Entry from the OMol25 dataset: the ion C20H20FN2 with charge +1 at a distorted geometry (the ωB97M-V functional and the def2-TZVPD basis).

Summary:
structure (SMILES) = CN(C)c1cc[n+]([C@H](c2ccccc2)c2ccc(F)cc2)cc1
molecular weight = 307.392 g/mol
net charge = +1
DFT total energy = -26754.9593 eV

Last columns: bonded neighbours and bond lengths (Å).
CARTESIAN COORDINATES (ANGSTROEM)
1 C -1.107 3.566 -3.561  N2 1.466, H24 1.081, H25 1.086, H26 1.088
2 N -0.777 3.674 -2.136  C1 1.466, C3 1.466, C4 1.377
3 C -0.726 5.069 -1.687  N2 1.466, H27 1.084, H28 1.087, H29 1.091
4 C -0.508 2.596 -1.323  N2 1.377, C5 1.439, C23 1.443
5 C 0.211 2.702 -0.082  C4 1.439, C6 1.370, H30 1.100
6 C 0.561 1.592 0.641  C5 1.370, N7 1.423, H31 1.087
7 N 0.314 0.256 0.216  C6 1.423, C8 1.484, C22 1.384
8 C 0.779 -0.957 0.934  N7 1.484, C9 1.561, C15 1.596, H32 1.088
9 C 1.009 -2.166 -0.026  C8 1.561, C10 1.404, C14 1.407
10 C 2.157 -2.043 -0.825  C9 1.404, C11 1.400, H33 1.099
11 C 2.228 -2.705 -2.056  C10 1.400, C12 1.389, H34 1.092
12 C 1.189 -3.546 -2.437  C11 1.389, C13 1.386, H35 1.085
13 C 0.144 -3.814 -1.568  C12 1.386, C14 1.401, H36 1.089
14 C 0.123 -3.225 -0.296  C9 1.407, C13 1.401, H37 1.078
15 C 0.152 -1.409 2.330  C8 1.596, C16 1.413, C21 1.398
16 C 0.815 -1.016 3.514  C15 1.413, C17 1.415, H38 1.096
17 C 0.193 -1.131 4.780  C16 1.415, C18 1.393, H39 1.077
18 C -1.034 -1.791 4.810  C17 1.393, F19 1.378, C20 1.379
19 F -1.688 -1.809 6.023  C18 1.378
20 C -1.639 -2.318 3.688  C18 1.379, C21 1.385, H40 1.084
21 C -1.053 -2.109 2.451  C15 1.398, C20 1.385, H41 1.074
22 C -0.467 0.175 -0.924  N7 1.384, C23 1.373, H42 1.086
23 C -0.873 1.247 -1.680  C4 1.443, C22 1.373, H43 1.093
24 H -0.992 2.565 -3.952  C1 1.081
25 H -2.128 3.887 -3.743  C1 1.086
26 H -0.462 4.217 -4.149  C1 1.088
27 H -0.653 5.169 -0.610  C3 1.084
28 H 0.119 5.587 -2.132  C3 1.087
29 H -1.624 5.604 -1.999  C3 1.091
30 H 0.528 3.688 0.288  C5 1.100
31 H 1.069 1.648 1.600  C6 1.087
32 H 1.725 -0.454 1.128  C8 1.088
33 H 3.022 -1.450 -0.495  C10 1.099
34 H 3.119 -2.585 -2.677  C11 1.092
35 H 1.233 -4.013 -3.416  C12 1.085
36 H -0.618 -4.539 -1.854  C13 1.089
37 H -0.537 -3.654 0.441  C14 1.078
38 H 1.836 -0.618 3.489  C16 1.096
39 H 0.663 -0.733 5.663  C17 1.077
40 H -2.574 -2.856 3.793  C20 1.084
41 H -1.545 -2.496 1.578  C21 1.074
42 H -0.709 -0.855 -1.168  C22 1.086
43 H -1.474 1.049 -2.572  C23 1.093